[1]
{"formula": "C3H6FN2O", "method": "the ωB97M-V functional and the def2-TZVPD basis", "elements": ["C", "C", "C", "N", "N", "O", "F", "H", "H", "H", "H", "H", "H"], "xyz": [[-1.3949, -1.3628, -0.0430], [0.7217, 0.7491, -0.4290], [-0.2811, 1.1573, 0.3418], [-2.1228, -0.4331, 0.0553], [1.6714, -0.2824, 0.0057], [-0.4313, -2.0123, -0.0831], [-1.1154, 2.0737, -0.0928], [0.8182, 1.0908, -1.4466], [-0.4400, 0.9025, 1.3811], [-3.1012, -0.2458, -0.0028], [2.4558, -0.3422, -0.6556], [1.1778, -1.2084, 0.0249], [2.0417, -0.0864, 0.9441]], "charge": 1, "energy_ha": -402.233362, "relative_energy_kj_mol": 0.0, "e_homo_ev": -14.82, "gap_ev": 11.22}

***

[2]
{"formula": "C7H12", "method": "the ωB97M-V functional and the def2-TZVPD basis", "elements": ["C", "C", "C", "C", "C", "C", "C", "H", "H", "H", "H", "H", "H", "H", "H", "H", "H", "H", "H"], "xyz": [[1.4763, -1.8091, 0.5881], [0.6411, -1.1864, -0.5336], [0.0087, 0.1347, -0.0597], [-1.3438, 0.1794, 0.1690], [-2.2785, -0.4100, -0.8829], [0.5811, 2.4609, 0.6276], [0.9847, 1.1736, 0.2089], [2.3733, -1.2476, 0.8467], [0.8010, -1.9517, 1.4248], [1.9421, -2.7274, 0.1750], [1.0971, -1.1495, -1.5357], [-0.1240, -1.9344, -0.7539], [-1.8545, 0.8112, 0.8882], [-3.2606, 0.0532, -0.8853], [-1.8366, -0.2248, -1.8765], [-2.2884, -1.5127, -0.8860], [-0.0960, 2.4566, 1.4848], [0.9779, 3.4136, 0.2887], [1.9994, 0.9025, -0.0692]], "charge": -1, "energy_ha": -273.796355, "multiplicity": 2, "relative_energy_kj_mol": 106.3, "e_homo_ev": [-0.36, -1.67], "gap_ev": [4.62, 5.91]}

***

[3]
{"formula": "C28H47BrN3PtSi", "method": "the ωB97M-V functional and the def2-TZVPD basis", "elements": ["Pt", "C", "N", "C", "C", "C", "C", "C", "C", "C", "N", "C", "C", "C", "C", "C", "C", "N", "C", "C", "H", "H", "H", "H", "H", "H", "H", "H", "H", "H", "H", "H", "H", "H", "H", "H", "H", "H", "H", "H", "C", "C", "C", "C", "Si", "Br", "C", "C", "C", "C", "C", "C", "C", "C", "H", "H", "H", "H", "H", "H", "H", "H", "H", "H", "H", "H", "H", "H", "H", "H", "H", "H", "H", "H", "H", "H", "H", "H", "H", "H", "H"], "xyz": [[-0.0942, -1.0628, 1.7166], [2.1620, 0.7158, 2.3257], [1.8761, -0.7407, 2.2381], [2.7851, -1.3754, 1.2471], [2.0573, -1.3688, 3.5620], [3.2959, -1.3111, 4.1748], [3.4915, -1.8874, 5.4165], [2.4157, -2.5173, 6.0216], [1.1745, -2.5780, 5.4114], [0.9548, -2.0038, 4.1504], [-0.2278, -1.9867, 3.4186], [-1.4898, -2.5070, 3.6850], [-1.8972, -3.2292, 4.8167], [-3.1981, -3.6837, 4.9488], [-4.1518, -3.4467, 3.9718], [-3.7703, -2.7404, 2.8458], [-2.4715, -2.2847, 2.7093], [-2.0927, -1.5358, 1.4942], [-2.2982, -2.3858, 0.2918], [-2.9150, -0.3025, 1.3788], [3.2083, 0.8785, 2.5888], [1.5255, 1.1538, 3.0903], [1.9582, 1.1810, 1.3649], [3.8253, -1.1731, 1.5080], [2.5781, -0.9719, 0.2591], [2.6143, -2.4489, 1.2497], [4.1189, -0.8110, 3.6802], [4.4579, -1.8432, 5.8973], [2.5337, -2.9761, 6.9944], [0.3919, -3.0796, 5.9441], [-1.2171, -3.4544, 5.6133], [-3.4621, -4.2356, 5.8412], [-5.1657, -3.8031, 4.0800], [-4.4949, -2.5436, 2.0660], [-3.3554, -2.6321, 0.1821], [-1.7238, -3.3020, 0.4037], [-1.9646, -1.8444, -0.5897], [-3.9676, -0.5629, 1.2581], [-2.5867, 0.2673, 0.5132], [-2.7915, 0.2902, 2.2818], [-0.4284, 0.7728, -5.1810], [-0.6981, 0.2845, -3.7428], [-0.2202, -1.1713, -3.6276], [-2.2162, 0.2673, -3.5121], [0.1742, 1.4758, -2.5343], [0.0448, 0.2521, -0.4853], [2.0543, 1.6805, -2.7822], [2.7076, 0.3717, -3.2495], [2.7996, 2.1116, -1.5110], [2.2779, 2.7506, -3.8707], [-0.7827, 3.0662, -2.0906], [0.0669, 4.0136, -1.2306], [-1.1436, 3.7919, -3.4031], [-2.0751, 2.8083, -1.3011], [-0.9984, 0.1479, -5.8741], [0.6218, 0.6861, -5.4584], [-0.7396, 1.8053, -5.3448], [-0.7532, -1.7643, -4.3762], [-0.4461, -1.5968, -2.6496], [0.8434, -1.2957, -3.8118], [-2.6623, -0.4617, -4.1944], [-2.6875, 1.2278, -3.7135], [-2.4708, -0.0376, -2.4941], [2.5444, -0.4435, -2.5411], [3.7869, 0.5312, -3.3256], [2.3600, 0.0530, -4.2309], [2.7570, 1.3379, -0.7438], [2.4321, 3.0404, -1.0816], [3.8527, 2.2609, -1.7661], [1.7728, 2.5126, -4.8080], [3.3484, 2.8109, -4.0855], [1.9559, 3.7419, -3.5539], [0.9516, 4.3795, -1.7488], [0.3770, 3.5453, -0.2941], [-0.5409, 4.8859, -0.9742], [-0.2706, 4.0103, -4.0200], [-1.6123, 4.7482, -3.1548], [-1.8556, 3.2314, -4.0079], [-1.8624, 2.4015, -0.3119], [-2.7708, 2.1430, -1.8069], [-2.5834, 3.7660, -1.1576]], "charge": 1, "energy_ha": -4242.076883, "relative_energy_kj_mol": 0.0, "e_homo_ev": -9.77, "gap_ev": 7.10}

***

[4]
{"formula": "C34H44BrF6N2O4OsSSi2", "method": "the ωB97M-V functional and the def2-TZVPD basis", "elements": ["Os", "C", "O", "C", "C", "C", "Br", "C", "C", "C", "O", "C", "N", "C", "C", "C", "C", "C", "C", "N", "H", "H", "H", "H", "H", "H", "H", "H", "H", "H", "H", "C", "Si", "C", "C", "C", "C", "C", "C", "C", "Si", "C", "C", "H", "H", "H", "H", "H", "H", "H", "H", "H", "H", "H", "H", "H", "H", "H", "H", "C", "C", "C", "S", "O", "C", "C", "C", "H", "H", "H", "H", "H", "H", "H", "H", "H", "H", "H", "H", "H", "H", "C", "C", "O", "C", "F", "F", "F", "C", "F", "F", "F", "H", "H", "H"], "xyz": [[0.0039, -0.4540, 0.0020], [-1.3372, 1.5873, 3.4381], [-1.1494, 1.5544, 2.0198], [-1.9940, 2.3098, 1.2710], [-3.0893, 2.9972, 1.7623], [-3.8784, 3.7415, 0.8890], [-5.3648, 4.6787, 1.5771], [-3.5969, 3.8054, -0.4556], [-2.4968, 3.1061, -0.9595], [-1.7006, 2.3604, -0.0953], [-0.6218, 1.6625, -0.5542], [-2.1347, 3.1255, -2.3748], [-1.0784, 2.4860, -2.8320], [-1.0391, 2.7182, -4.1984], [-0.1434, 2.2796, -5.1701], [-0.3626, 2.6862, -6.4695], [-1.4497, 3.5081, -6.8062], [-2.3483, 3.9460, -5.8543], [-2.1193, 3.5335, -4.5471], [-2.7959, 3.7762, -3.3623], [-2.2845, 1.1199, 3.7151], [-1.3117, 2.6175, 3.7966], [-0.5170, 1.0207, 3.8658], [-3.3404, 2.9659, 2.8112], [-4.2277, 4.3971, -1.1037], [-0.5961, 1.8120, -1.6022], [0.6775, 1.6251, -4.9113], [0.3088, 2.3608, -7.2525], [-1.5881, 3.8013, -7.8377], [-3.1868, 4.5757, -6.1189], [-3.6382, 4.3140, -3.2577], [3.1901, -1.6914, 1.2394], [1.8156, -0.5103, 1.7213], [2.5058, 1.2356, 1.8376], [1.1202, -0.9806, 3.3950], [1.7506, -0.6939, 4.6067], [1.1517, -1.0377, 5.8097], [-0.0798, -1.6743, 5.8152], [-0.7156, -1.9687, 4.6184], [-0.1274, -1.6215, 3.4022], [-0.9106, -1.9789, 1.7420], [-2.7376, -1.5639, 1.7526], [-0.6241, -3.7817, 1.3386], [3.9664, -1.6850, 2.0090], [3.6609, -1.4115, 0.2942], [2.8249, -2.7157, 1.1526], [3.1391, 1.4907, 0.9884], [3.1343, 1.3113, 2.7302], [1.7083, 1.9767, 1.9221], [2.7099, -0.1875, 4.6212], [1.6434, -0.8087, 6.7464], [-0.5440, -1.9395, 6.7565], [-1.6817, -2.4620, 4.6399], [-3.2476, -2.1777, 2.5009], [-3.1958, -1.7655, 0.7844], [-2.9103, -0.5163, 2.0059], [-0.9348, -4.3611, 2.2133], [0.4312, -3.9974, 1.1679], [-1.2048, -4.1284, 0.4860], [3.5180, -2.2778, -2.9414], [4.2846, -1.0245, -3.3452], [3.4355, 0.2434, -3.3398], [2.8837, 0.6896, -1.6828], [1.5285, -0.0219, -1.5518], [2.4161, 2.4074, -1.9778], [3.5968, 3.3540, -2.1815], [4.5506, 3.4275, -0.9938], [4.1642, -3.1528, -2.9954], [2.6677, -2.4433, -3.6044], [3.1398, -2.2073, -1.9190], [4.6861, -1.1448, -4.3529], [5.1454, -0.8763, -2.6884], [2.5212, 0.1433, -3.9295], [4.0087, 1.0943, -3.7090], [1.8498, 2.6703, -1.0809], [1.7280, 2.3991, -2.8259], [3.1730, 4.3422, -2.3706], [4.1392, 3.0896, -3.0913], [4.0181, 3.7126, -0.0852], [5.3257, 4.1713, -1.1711], [5.0480, 2.4743, -0.8050], [-0.1394, -3.1187, -2.3847], [-1.2466, -2.0713, -2.4598], [-1.1707, -1.1320, -1.4504], [-2.6256, -2.7635, -2.3438], [-3.6393, -1.8992, -2.4198], [-2.8035, -3.6975, -3.2840], [-2.7179, -3.3771, -1.1501], [-1.1455, -1.3144, -3.8048], [0.0736, -0.7485, -3.9108], [-1.2935, -2.1256, -4.8578], [-2.0430, -0.3320, -3.9070], [-0.2466, -3.6863, -1.4622], [0.8189, -2.6026, -2.3733], [-0.1740, -3.8041, -3.2296]], "charge": 1, "energy_ha": -5973.373512, "multiplicity": 5, "relative_energy_kj_mol": 0.0, "e_homo_ev": [-10.90, -10.94], "gap_ev": [8.53, 7.22]}

***

[5]
{"formula": "C4H6ClIO", "method": "the ωB97M-V functional and the def2-TZVPD basis", "elements": ["C", "C", "C", "C", "O", "Cl", "H", "H", "H", "H", "H", "I", "H"], "xyz": [[1.5142, 1.3373, -1.0434], [0.7458, 0.4514, -0.4374], [0.3437, 0.5882, 1.0033], [0.2216, -0.7031, -1.1926], [0.6255, -1.2093, -2.1784], [-1.2309, -1.3358, -0.5313], [1.8273, 2.1611, -0.5068], [1.7636, 1.3998, -2.0890], [0.9274, 1.3793, 1.3797], [0.2266, -0.2487, 1.6558], [-0.5355, 1.1114, 1.0367], [-3.6130, -2.3370, 2.1196], [-2.8166, -2.5948, 0.7840]], "smiles": "C=C(C)C(=O)Cl.I", "energy_ha": -989.096189, "relative_energy_kj_mol": 72.1, "e_homo_ev": -10.00, "gap_ev": 9.97}

***

[6]
{"formula": "C2H4N4", "method": "the ωB97M-V functional and the def2-TZVPD basis", "elements": ["N", "C", "C", "N", "N", "N", "H", "H", "H", "H"], "xyz": [[-1.6058, -0.0297, -0.2424], [-0.2092, -0.0277, -0.0633], [0.6591, 0.8729, 0.4917], [1.9203, 0.3738, 0.4351], [1.8773, -0.8017, -0.1147], [0.6002, -1.0541, -0.4187], [-2.0674, -0.0339, 0.6556], [-1.9136, 0.7850, -0.7590], [0.3794, 1.8345, 0.8913], [0.3598, -1.9191, -0.8754]], "smiles": "Nc1cnn[nH]1", "energy_ha": -297.603707, "relative_energy_kj_mol": 106.6, "e_homo_ev": -9.70, "gap_ev": 10.46}